# 1
ORCA calculation (ωB97M-V with the def2-TZVPD basis set) on a single C3H6O3 molecule.

Last column: Mulliken charge in e.
Element x y z (Å)
C 1.72522 -0.03804 -0.07301  -0.851
C -0.55755 -0.59273 0.03456  -0.427
C -1.96313 -0.01318 -0.04727  0.515
H 2.45284 0.83863 -0.06012  0.273
H 2.00495 -0.52579 0.79902  0.390
H 2.11390 -0.40586 -1.01027  0.318
H -0.37602 -1.28398 -0.53715  0.523
H -0.27990 -1.05376 1.05131  0.265
H -0.77033 1.64906 0.31956  0.420
O 0.40259 0.44179 -0.26705  -0.410
O -1.67924 1.48141 -0.02314  -0.513
O -3.07332 -0.49756 -0.18643  -0.504

Cartesian forces, eV/Å:
C 1.6 3.6 -2.6
C -0.5 5.9 7.0
C -0.4 3.2 -0.3
H -1.3 -0.2 0.4
H -0.3 -1.6 1.6
H -0.2 -1.5 -0.1
H 1.1 -7.5 -6.6
H -0.9 0.9 -0.9
H -0.8 -0.6 -0.6
O 0.5 -0.9 1.1
O -2.3 -2.8 0.5
O 3.5 1.4 0.5

Values from the calculation:
Structure (SMILES): COCC(=O)O
Energy above the lowest of the compared OMol25 structures with the same formula, charge and spin (kcal/mol): 72.06
HOMO level (eV): -10.876

=====

# 2
ORCA calculation (ωB97M-V with the def2-TZVPD basis set) on a molecular structure, C3H6O3P.

Last column: Mulliken charge in e.
Element x y z (Å)
C -2.33089 0.80389 -0.28828  0.268
C 1.99402 0.09425 -0.34655  -1.014
C 0.68680 -0.48433 0.05816  -0.161
O -1.58400 1.15713 0.63373  -0.575
O -2.00701 0.96429 -1.51399  -0.655
O -1.06916 -1.63487 1.66055  -0.568
P -0.17264 -0.39868 1.62004  0.193
H -3.46616 0.23480 -0.16225  0.187
H 1.90130 1.21789 -0.43798  0.238
H 2.63087 -0.08274 0.59422  0.240
H 2.66488 -0.28717 -1.09895  0.342
H 0.80592 -1.48956 -0.18193  0.433
H -0.05392 -0.09489 -0.53678  0.070

Cartesian forces, eV/Å:
C -1.4 -0.8 -4.2
C 1.9 2.8 3.7
C 1.1 -0.7 -1.1
O 0.2 -0.3 2.3
O -1.2 -0.6 1.9
O 1.3 1.3 -0.2
P -1.6 -0.6 1.5
H 2.8 1.4 0.4
H 0.4 -1.1 -0.1
H -0.2 0.7 -1.0
H -0.7 -0.5 -0.8
H -0.6 -2.3 -0.2
H -1.9 0.7 -2.0

Values from the calculation:
Charge: -1
Energy above the lowest of the compared OMol25 structures with the same formula, charge and spin (kcal/mol): 61.93
HOMO level (eV): -4.446

=====

# 3
ORCA calculation (ωB97M-V with the def2-TZVPD basis set) on 2 unconnected molecules or ions with the total composition C3H6O3S.

Last column: Mulliken charge in e.
Element x y z (Å)
O -0.30111 -1.45515 -1.39203  -0.822
C 0.07875 -0.30040 -1.49318  0.406
O -0.29528 0.47262 -2.37315  -0.750
C 0.95685 0.20731 -0.38395  -0.537
C 0.20000 1.08841 0.73868  -0.348
S 1.21394 1.01502 2.20329  -0.823
H 1.82219 0.74503 -0.67804  0.358
H 1.43419 -0.64793 0.09131  0.290
H 0.17017 2.07801 0.29070  0.189
H -0.83082 0.73231 1.00503  0.012
H -2.37522 -1.05562 0.67441  0.295
H -1.86027 -1.74651 -0.53735  0.434
O -2.55323 -1.80717 0.10668  -0.703

Cartesian forces, eV/Å:
O -1.0 -3.7 0.4
C 0.4 1.8 0.4
O -0.3 1.8 -1.7
C -0.7 -0.4 1.8
C 0.6 -1.4 -1.3
S 0.5 0.5 1.3
H 0.5 1.2 -0.7
H -0.5 -0.2 0.4
H -0.4 0.3 0.2
H 0.8 0.2 -0.7
H 0.1 0.1 0.1
H 1.6 0.1 -1.2
O -1.7 -0.2 1.1

Values from the calculation:
Charge: -2
Energy above the lowest of the compared OMol25 structures with the same formula, charge and spin (kcal/mol): 17.32
HOMO level (eV): 0.711

=====

# 4
ORCA calculation (ωB97M-V with the def2-TZVPD basis set) on a molecular structure, C3H6O3S.

Last column: Mulliken charge in e.
Element x y z (Å)
O -1.26634 -2.30806 0.38443  -0.751
C -0.78553 -1.22686 -0.12068  0.539
O -1.52437 -0.20216 -0.67488  -0.477
C 0.61965 -0.96085 0.21262  -0.392
C 1.21377 0.39683 -0.33324  -0.666
S 2.99599 0.29537 -0.53059  -0.757
H 1.25623 -1.60302 0.69954  0.475
H 0.33463 -1.47492 -0.86602  0.088
H 1.12790 1.23771 0.31736  0.191
H 0.64468 0.64152 -1.25525  0.269
H -1.23658 2.25421 1.49685  0.172
H -1.52424 0.71032 -0.06710  0.442
O -1.85581 2.23990 0.73694  -1.132

Cartesian forces, eV/Å:
O -0.1 1.8 -2.4
C -2.5 -0.1 5.7
O 0.6 -0.8 1.0
C -1.9 3.5 -5.1
C -0.2 -1.2 -0.1
S 1.1 -0.3 -0.5
H 0.9 -1.6 1.3
H 2.5 -0.2 -0.1
H -0.9 0.3 0.8
H 0.5 -0.1 0.5
H -0.5 -0.1 -0.7
H -0.1 -0.5 -0.4
O 0.6 -1.0 0.1

Values from the calculation:
Charge: -2
Energy above the lowest of the compared OMol25 structures with the same formula, charge and spin (kcal/mol): 87.20
HOMO level (eV): 0.229

=====

# 5
ORCA calculation (ωB97M-V with the def2-TZVPD basis set) on a single C3H6O3S molecule.

Last column: Mulliken charge in e.
Element x y z (Å)
C 0.72723 -0.51203 -0.86215  -0.943
C 1.86955 -0.60200 -0.04898  0.110
C 2.85662 0.42604 0.08020  -0.791
H -1.86867 1.62589 -0.40832  0.290
H 0.34138 -1.33025 -1.37394  0.453
H 0.94397 0.19348 -1.54875  0.442
H 1.87692 -1.34241 0.76492  0.281
H 2.95048 1.36952 -0.60163  0.185
H 3.51022 0.35984 0.75042  0.378
O -1.03348 1.45109 -0.36754  -0.414
O -1.91387 -0.86217 -0.42002  -0.640
O -0.52941 -0.07056 1.51965  -0.574
S -0.79129 -0.05594 0.09663  1.222

Cartesian forces, eV/Å:
C -2.3 0.2 1.2
C 5.1 2.7 3.5
C -8.1 -1.0 -7.3
H -8.4 1.7 -0.5
H -0.3 -2.0 -0.7
H -0.1 2.7 -2.5
H 0.2 0.1 -0.6
H -0.6 -2.0 1.1
H 5.4 -0.7 5.5
O 8.6 -1.7 0.4
O 1.9 1.4 0.7
O 0.0 0.1 -1.4
S -1.4 -1.5 0.4

Values from the calculation:
Structure (SMILES): C=CCS(=O)(=O)O
Energy above the lowest of the compared OMol25 structures with the same formula, charge and spin (kcal/mol): 44.97
HOMO level (eV): -9.970

=====

# 6
ORCA calculation (ωB97M-V with the def2-TZVPD basis set) on 2 unconnected molecules or ions with the total composition C3H6O3S2.

Last column: Mulliken charge in e.
Element x y z (Å)
C -1.80836 0.16594 0.01611  -0.400
C -0.81016 0.36743 1.13791  0.207
C 1.71949 -0.06280 -0.44057  0.405
O -1.93758 -0.96646 -0.82577  -0.474
O 1.12499 0.15398 -1.39770  -0.413
O 0.40150 0.45010 1.38295  -0.434
S 2.90534 1.12635 0.28321  -0.225
S 1.93465 -1.65556 0.26471  -0.155
H -2.84174 -0.06485 0.49052  0.251
H -1.89983 1.03346 -0.64879  0.298
H -1.26108 0.47749 2.10927  0.392
H -1.23368 -1.10535 -1.37438  0.283
H 2.80984 2.18958 -0.49856  0.135
H 0.89662 -2.10932 -0.49890  0.130

Cartesian forces, eV/Å:
C -2.9 -1.0 -0.7
C 2.1 0.0 2.9
C 3.9 0.5 2.8
O -1.5 -0.4 2.0
O -3.3 0.9 -3.9
O -2.1 -0.3 -2.3
S 0.7 -0.7 0.9
S -0.3 -1.0 -0.1
H 1.8 1.6 0.1
H 0.3 0.4 0.6
H -1.8 0.2 0.3
H 3.2 -0.2 -2.3
H -0.5 0.0 -0.7
H 0.5 0.0 0.4

Values from the calculation:
Structure (SMILES): O=C(S)S.O=CCO
Energy above the lowest of the compared OMol25 structures with the same formula, charge and spin (kcal/mol): 48.15
HOMO level (eV): -9.539

=====

# 7
ORCA calculation (ωB97M-V with the def2-TZVPD basis set) on 2 unconnected molecules or ions with the total composition C3H6O4.

Last column: Mulliken charge in e.
Element x y z (Å)
C 1.50864 1.16864 -0.06142  -0.809
C 0.58236 0.95304 -1.21772  0.173
O 0.03297 1.86605 -1.82661  -0.510
H 0.35004 -0.09831 -1.45477  0.321
H 2.23999 0.35671 -0.03722  0.271
H 2.03518 2.11793 -0.17999  0.333
H 0.93779 1.16800 0.86917  0.213
C -1.35139 -1.31228 0.61700  0.686
O -1.53230 -0.07099 1.06539  -0.400
O -0.09592 -1.70357 0.84564  -0.403
O -2.18705 -1.97862 0.04571  -0.552
H -2.45459 0.15290 0.82941  0.335
H -0.06569 -2.61951 0.50539  0.342

Cartesian forces, eV/Å:
C 0.5 0.0 -0.4
C -1.1 1.6 -0.4
O 0.9 -1.5 0.8
H 0.0 -0.1 -0.2
H -0.1 0.0 0.2
H -0.2 0.0 0.1
H 0.0 -0.1 0.0
C -0.6 -0.4 -0.7
O -0.5 0.0 -0.1
O -0.1 -0.5 -0.1
O 0.5 0.4 0.5
H 0.5 0.0 0.2
H 0.1 0.4 0.2

Values from the calculation:
Structure (SMILES): O=C(O)O.CC=O
Energy above the lowest of the compared OMol25 structures with the same formula, charge and spin (kcal/mol): 5.63
HOMO level (eV): -9.899

=====

# 8
ORCA calculation (ωB97M-V with the def2-TZVPD basis set) on a single C3H6O4 molecule.

Last column: Mulliken charge in e.
Element x y z (Å)
C 1.31329 0.88741 1.04804  -0.137
C -1.75248 -0.78713 -0.19881  -0.727
C 0.36536 0.21988 0.05787  0.955
O -0.83701 -0.07152 0.63466  -0.341
O 1.25300 -0.97519 -0.04934  -0.543
O 1.95590 1.84442 0.68411  -0.530
O 0.28206 0.92499 -1.10509  -0.559
H 0.91805 1.66948 -1.00872  0.355
H 1.18117 -1.30579 -0.95515  0.325
H 1.30537 0.47530 2.06481  0.340
H -1.92080 -0.24406 -1.13441  0.322
H -2.67490 -0.84379 0.37257  0.251
H -1.38902 -1.79401 -0.41055  0.289

Cartesian forces, eV/Å:
C -0.7 1.5 -0.1
C 0.0 0.2 0.0
C 1.8 -1.1 0.7
O 0.1 -0.1 -0.2
O -1.4 0.4 -0.7
O -0.1 -0.5 0.4
O 0.1 0.0 -0.1
H -0.2 -0.4 -0.1
H 0.1 0.0 0.0
H 0.3 -0.1 0.0
H 0.0 -0.1 0.1
H 0.0 0.0 -0.1
H 0.0 0.0 0.0

Values from the calculation:
Structure (SMILES): COC(O)(O)C=O
Energy above the lowest of the compared OMol25 structures with the same formula, charge and spin (kcal/mol): 33.12
HOMO level (eV): -10.462

=====

So what do the calculations give for LUMO? Going down the list: 0.6; 4.0; 6.2; 6.0; 0.5; 0.1; 0.4; 0.7 eV.